Arrangement a

Molecular formula: C2H8S2
Method: DFT, ωB97M-V/def2-TZVPD

Last column: natural (NBO) charge in e.
Cartesian coordinates (Å):
C 0.14 -0.28 -0.20  -0.74
S 0.84 0.41 1.32  0.19
C -0.37 -0.22 2.50  -0.75
H 0.12 -1.37 -0.15  0.21
H -0.86 0.11 -0.38  0.21
H 0.78 0.02 -1.00  0.22
H -1.37 0.17 2.28  0.21
H -0.40 -1.30 2.50  0.21
H -0.07 0.13 3.49  0.23
S 0.56 0.71 -2.86  -0.28
H 0.88 1.60 -3.82  0.15
H -0.26 0.02 -3.67  0.15

HOMO-LUMO gap	9.070	eV
multiplicity	1
charge	0
SMILES	CSC.S

---

Arrangement b

Molecular formula: C2H8S2
Method: DFT, ωB97M-V/def2-TZVPD

Last column: natural (NBO) charge in e.
Cartesian coordinates (Å):
C 2.51 -0.79 1.29  -0.74
S 1.00 -1.56 0.62  -0.05
H 2.29 0.27 1.41  0.21
H 3.49 -0.90 0.84  0.23
H 2.57 -1.14 2.32  0.22
H 1.47 -1.77 -0.62  0.13
C -1.78 1.89 0.18  -0.73
S -1.45 1.03 -1.38  -0.04
H -1.12 1.59 0.99  0.22
H -2.82 1.76 0.46  0.21
H -1.69 2.95 0.01  0.22
H -1.73 -0.17 -0.87  0.12

HOMO-LUMO gap	9.651	eV
multiplicity	1
charge	0
SMILES	CS.CS

---

Arrangement c

Molecular formula: C2H8S2
Method: DFT, ωB97M-V/def2-TZVPD

Last column: natural (NBO) charge in e.
Cartesian coordinates (Å):
C -1.31 -1.35 -0.74  -0.63
C 0.01 -0.81 -0.21  -0.51
S -0.38 -0.13 1.44  -0.05
H -1.86 -0.55 -1.22  0.21
H -1.08 -2.16 -1.41  0.21
H -1.99 -1.79 0.02  0.22
H 0.42 -0.13 -0.99  0.22
H 0.86 -1.41 0.06  0.22
H -0.88 0.96 0.89  0.11
S 2.73 2.57 0.68  -0.31
H 1.90 1.79 1.41  0.16
H 1.58 3.01 0.07  0.14

HOMO-LUMO gap	9.877	eV
multiplicity	1
charge	0
SMILES	CCS.S

---

It turns out arrangement b is the most stable, with the second structure 0.0043 hartree higher.

---

Arrangement a

Molecular formula: C2H8S2
Method: DFT, ωB97M-V/def2-TZVPD

Last column: natural (NBO) charge in e.
Cartesian coordinates (Å):
C 0.30 2.17 2.03  -0.74
S 1.33 1.67 3.44  -0.05
H 0.44 1.35 1.30  0.21
H 0.62 3.11 1.56  0.22
H -0.77 2.24 2.27  0.23
H 2.48 2.00 2.82  0.12
C -0.33 -2.39 -2.33  -0.72
S -1.56 -1.04 -2.69  -0.06
H 0.55 -2.11 -2.94  0.22
H -0.60 -3.44 -2.55  0.22
H -0.06 -2.31 -1.26  0.22
H -2.39 -1.25 -1.64  0.12

HOMO-LUMO gap	9.736	eV
multiplicity	1
charge	0
SMILES	CS.CS

---

Arrangement b

Molecular formula: C2H8S2
Method: DFT, ωB97M-V/def2-TZVPD

Last column: natural (NBO) charge in e.
Cartesian coordinates (Å):
C -2.50 0.95 1.76  -0.72
S -1.28 -0.28 1.17  -0.06
H -3.35 0.85 1.09  0.22
H -2.13 1.96 1.60  0.21
H -2.73 0.82 2.82  0.22
H -2.03 -0.61 0.13  0.12
C 1.64 -0.38 -0.23  -0.72
S 1.87 0.01 -1.99  -0.06
H 1.37 0.51 0.33  0.23
H 2.62 -0.77 0.08  0.21
H 0.96 -1.21 -0.17  0.22
H 1.00 -0.86 -2.47  0.11

HOMO-LUMO gap	9.638	eV
multiplicity	1
charge	0
SMILES	CS.CS

---

It turns out arrangement a is the most stable, with the second structure 0.0036 hartree higher.

---

Arrangement a

Molecular formula: C5H6S
Method: DFT, ωB97M-V/def2-TZVPD

Last column: natural (NBO) charge in e.
Cartesian coordinates (Å):
C -0.08 -0.68 1.99  -0.58
C 0.39 -0.93 0.49  -0.51
C 0.30 0.04 -0.48  0.05
C -0.06 0.91 -1.30  -0.09
C -0.30 1.75 -2.43  -0.38
H 0.99 -1.22 2.65  0.21
H -1.19 -1.38 2.20  0.23
H -0.13 0.26 2.42  0.22
H -0.27 -1.88 -0.04  0.26
H 1.54 -1.12 0.25  0.25
H 0.26 1.43 -3.41  0.23
S -1.46 2.80 -2.34  0.11

HOMO-LUMO gap	8.121	eV
multiplicity	1
charge	0

---

Arrangement b

Molecular formula: C5H6S
Method: DFT, ωB97M-V/def2-TZVPD

Last column: natural (NBO) charge in e.
Cartesian coordinates (Å):
C 2.96 -0.02 -0.36  -0.22
C 1.83 0.00 0.02  -0.01
C 0.48 0.05 0.60  -0.33
C -0.45 1.15 0.11  -0.47
S -1.81 -0.03 -0.30  0.17
C -0.45 -1.12 0.19  -0.49
H 3.94 -0.03 -0.78  0.24
H 0.50 0.14 1.68  0.24
H -0.76 1.91 0.97  0.22
H -0.19 1.67 -0.81  0.22
H -0.59 -1.85 0.96  0.22
H -0.04 -1.66 -0.71  0.22

HOMO-LUMO gap	9.577	eV
multiplicity	1
charge	0
SMILES	C#CC1CSC1

---

Arrangement c

Molecular formula: C5H6S
Method: DFT, ωB97M-V/def2-TZVPD

Last column: natural (NBO) charge in e.
Cartesian coordinates (Å):
C -0.94 0.19 -0.91  -0.22
C -0.40 1.28 -0.21  -0.16
C 0.89 0.86 0.44  -0.38
S 1.96 -0.01 -0.71  0.19
C 0.78 -0.68 0.34  -0.35
C -0.58 -1.09 -0.15  -0.44
H -1.91 0.18 -1.32  0.21
H -0.69 2.43 -0.28  0.23
H 1.27 1.40 1.34  0.24
H 1.25 -1.08 1.13  0.22
H -1.17 -1.15 0.88  0.23
H -0.46 -2.31 -0.55  0.24

HOMO-LUMO gap	9.001	eV
multiplicity	1
charge	0
SMILES	C1=C[C@@H]2S[C@@H]2C1

---

Arrangement d

Molecular formula: C5H6S
Method: DFT, ωB97M-V/def2-TZVPD

Last column: natural (NBO) charge in e.
Cartesian coordinates (Å):
C -2.25 2.51 0.39  -0.23
C -1.31 1.61 0.39  0.02
C -0.16 0.91 0.59  -0.57
C 0.09 -0.10 -0.40  -0.19
C -0.19 -1.64 -0.40  -0.48
S 1.65 -1.28 -0.22  0.01
H -3.12 2.92 0.06  0.22
H 0.51 1.71 0.45  0.27
H 0.03 0.39 1.60  0.25
H 0.25 0.27 -1.39  0.23
H -0.71 -2.25 0.55  0.23
H -0.50 -2.26 -1.20  0.23

HOMO-LUMO gap	9.534	eV
multiplicity	1
charge	0
SMILES	C#CC[C@@H]1CS1

---

It turns out arrangement b is the most stable, with the second structure 0.0170 hartree higher.

---

Arrangement a

Molecular formula: CH3NOP2S
Method: DFT, ωB97M-V/def2-TZVPD

Last column: natural (NBO) charge in e.
Cartesian coordinates (Å):
C 0.05 0.91 1.30  -0.21
N -1.07 1.41 1.10  -0.62
S -2.30 0.92 0.24  0.21
P -2.39 -1.19 -0.18  0.73
O -0.85 -1.51 0.60  -1.11
P 0.52 -0.86 0.99  0.96
H 0.79 1.61 1.86  0.20
H -1.60 -1.47 -1.34  -0.06
H 1.15 -0.15 -0.43  -0.09

HOMO-LUMO gap	8.300	eV
multiplicity	1
charge	0
SMILES	c1ns[pH]o[pH]1

---

Arrangement b

Molecular formula: CH3NOP2S
Method: DFT, ωB97M-V/def2-TZVPD

Last column: natural (NBO) charge in e.
Cartesian coordinates (Å):
C -0.61 -1.02 0.48  -0.29
N 0.57 -1.56 0.43  -0.64
O 0.16 1.57 0.65  -1.06
P -1.04 0.70 0.68  1.13
P 1.90 0.92 -1.12  0.35
S 1.99 -0.82 0.08  0.38
H -1.41 -1.68 0.56  0.21
H -2.01 0.87 -0.35  -0.07
H 0.45 1.00 -1.41  0.00

HOMO-LUMO gap (spin up / spin down)	6.566 / 6.063	eV
multiplicity	1
charge	0

---

Arrangement c

Molecular formula: CH3NOP2S
Method: DFT, ωB97M-V/def2-TZVPD

Last column: natural (NBO) charge in e.
Cartesian coordinates (Å):
C 0.90 1.10 -0.28  -0.25
N 0.49 1.46 0.86  -0.54
O -0.65 -1.12 -0.48  -1.07
P 0.83 -0.55 -1.10  0.87
P -0.81 -1.98 0.93  0.65
S -0.19 0.93 2.17  0.28
H 1.42 1.85 -0.87  0.20
H 0.17 -0.06 -2.23  -0.04
H -2.17 -1.62 0.99  -0.08

HOMO-LUMO gap (spin up / spin down)	7.627 / 6.790	eV
multiplicity	1
charge	0

---

It turns out arrangement a is the most stable, with the second structure 0.0197 hartree higher.

---

Arrangement a

Molecular formula: C16H24AgI2O12
Method: DFT, ωB97M-V/def2-TZVPD

Last column: Mulliken spin population.
Cartesian coordinates (Å):
Ag -6.75 -6.46 -17.99  0.18
I -9.44 -6.00 -16.98  0.53
I -4.90 -4.51 -17.15  0.32
C -9.13 -11.19 -22.88  0.00
C -9.33 -9.73 -22.49  0.00
C -10.52 -9.38 -21.61  0.00
O -10.01 -8.39 -20.74  0.00
C -8.66 -8.50 -20.69  -0.01
O -7.97 -7.92 -19.93  -0.02
O -8.22 -9.37 -21.63  0.00
H -8.20 -11.25 -23.45  0.00
H -9.87 -11.54 -23.61  0.00
H -9.14 -11.84 -22.01  0.00
H -9.24 -9.14 -23.41  0.00
H -10.88 -10.26 -21.08  0.00
H -11.33 -8.98 -22.22  0.00
C -5.86 -9.58 -11.87  0.00
C -6.66 -8.63 -12.71  0.00
C -6.18 -7.20 -12.71  0.00
O -6.55 -6.74 -14.01  0.00
C -6.52 -7.80 -14.83  0.01
O -6.54 -7.73 -16.02  0.01
O -6.45 -8.95 -14.13  0.00
H -4.78 -9.43 -11.94  0.00
H -6.12 -10.62 -12.04  0.00
H -6.12 -9.39 -10.82  0.00
H -7.73 -8.80 -12.58  0.00
H -5.09 -7.14 -12.63  0.00
H -6.62 -6.58 -11.93  0.00
C -6.22 -5.63 -24.40  0.00
C -6.26 -4.65 -23.25  0.00
C -7.56 -3.86 -23.09  0.00
O -7.78 -3.86 -21.68  0.00
C -7.07 -4.85 -21.11  0.00
O -7.19 -5.19 -19.98  -0.03
O -6.23 -5.41 -22.01  0.00
H -7.12 -6.23 -24.45  0.00
H -5.36 -6.29 -24.30  0.00
H -6.08 -5.12 -25.36  0.00
H -5.35 -4.05 -23.26  0.00
H -8.37 -4.42 -23.56  0.00
H -7.47 -2.85 -23.48  0.00
C -2.01 -6.38 -21.66  0.00
C -3.34 -7.09 -21.55  0.00
C -3.29 -8.63 -21.63  0.00
O -4.12 -9.06 -20.58  0.00
C -4.47 -8.00 -19.81  -0.01
O -5.17 -8.07 -18.86  0.00
O -3.86 -6.88 -20.24  0.00
H -1.22 -6.89 -21.10  0.00
H -2.10 -5.35 -21.32  0.00
H -1.61 -6.39 -22.68  0.00
H -3.99 -6.68 -22.33  0.00
H -2.26 -9.00 -21.60  0.00
H -3.71 -8.97 -22.58  0.00

HOMO-LUMO gap (spin up / spin down)	7.638 / 4.810	eV
multiplicity	2
charge	0
<S²>	0.764

---

Arrangement b

Molecular formula: C16H24AgI2O12
Method: DFT, ωB97M-V/def2-TZVPD

Last column: Mulliken spin population.
Cartesian coordinates (Å):
Ag -5.76 -19.10 -14.49  0.13
I -3.41 -19.55 -13.06  0.36
I -5.09 -18.39 -17.11  0.47
C -8.73 -15.55 -10.55  0.00
C -8.48 -15.25 -12.00  0.00
C -7.43 -14.13 -12.28  0.00
O -6.47 -14.75 -13.12  0.00
C -6.76 -16.05 -13.29  0.01
O -6.10 -16.80 -13.92  0.00
O -7.90 -16.39 -12.64  0.00
H -8.85 -14.62 -9.98  0.00
H -7.95 -16.14 -10.08  0.00
H -9.67 -16.09 -10.40  0.00
H -9.40 -14.99 -12.53  0.00
H -6.98 -13.76 -11.36  0.00
H -7.89 -13.31 -12.83  0.00
C -11.70 -17.91 -12.92  0.00
C -11.32 -18.88 -14.01  0.00
C -11.46 -18.35 -15.46  0.00
O -10.12 -18.11 -15.87  0.00
C -9.27 -18.74 -15.02  0.00
O -8.11 -18.85 -15.19  -0.01
O -9.94 -19.22 -13.94  0.00
H -11.14 -18.14 -12.01  0.00
H -12.76 -17.99 -12.68  0.00
H -11.49 -16.88 -13.24  0.00
H -11.92 -19.79 -13.92  0.00
H -12.04 -17.43 -15.51  0.00
H -11.93 -19.09 -16.10  0.00
C -6.38 -20.13 -8.09  0.00
C -7.23 -20.48 -9.29  0.00
C -8.55 -19.71 -9.44  0.00
O -8.59 -19.34 -10.81  0.00
C -7.39 -19.59 -11.38  0.02
O -7.13 -19.35 -12.52  0.01
O -6.52 -20.09 -10.48  0.00
H -6.34 -19.05 -7.95  0.00
H -5.35 -20.43 -8.28  0.00
H -6.74 -20.62 -7.19  0.00
H -7.40 -21.56 -9.36  0.00
H -8.57 -18.80 -8.82  0.00
H -9.41 -20.32 -9.17  0.00
C -7.52 -25.76 -14.24  0.00
C -7.75 -24.45 -13.52  0.00
C -6.70 -24.13 -12.44  0.00
O -6.26 -22.80 -12.75  0.00
C -6.72 -22.44 -13.96  0.01
O -6.43 -21.44 -14.52  0.00
O -7.57 -23.38 -14.46  0.00
H -8.10 -25.78 -15.16  0.00
H -7.83 -26.62 -13.63  0.00
H -6.47 -25.93 -14.45  0.00
H -8.78 -24.42 -13.16  0.00
H -5.85 -24.81 -12.52  0.00
H -7.10 -24.15 -11.43  0.00

HOMO-LUMO gap (spin up / spin down)	7.468 / 5.517	eV
multiplicity	2
charge	0
<S²>	0.763

---

It turns out arrangement b is the most stable, with the second structure 0.0099 hartree higher.